[1]
This record from OMol25 describes the molecule C4H6O in a non-equilibrium geometry. The level of theory is ωB97M-V/def2-TZVPD.

Results
SMILES string: C#CCCO
Energy above the lowest of the compared OMol25 structures with the same formula, charge and spin in kJ/mol: 162.4
HOMO level in eV: -10.08
Calculated total energy in eV: -6290.234

Structure (XYZ):
```
11
Properties=species:S:1:pos:R:3:forces:R:3
C -1.9049 0.2505 0.8125 0.09 -0.29 0.67
C -0.7215 0.0503 0.8168 -0.24 -0.79 0.72
C 0.6651 -0.3656 0.6280 -0.09 0.18 -0.05
C 0.8739 -0.1573 -0.8736 -0.14 0.05 0.03
O 0.3355 1.1153 -1.1702 -1.44 0.34 -0.59
H -2.9221 0.2380 1.1054 -0.34 0.33 -0.27
H 0.8055 -1.3925 0.9683 -0.05 -0.04 -0.10
H 1.3487 0.2703 1.1930 -0.06 0.06 -0.05
H 0.3845 -0.9563 -1.4521 0.05 0.15 0.15
H 1.9374 -0.1610 -1.1249 -0.16 0.20 -0.03
H -0.6622 1.1221 -0.9479 2.39 -0.20 -0.48
```
Positions in Å, forces in eV/Å.



[2]
This record from OMol25 describes a structure of composition C27H31AsMgN8O10S2. The level of theory is ωB97M-V/def2-TZVPD.

Results
Energy above the lowest of the compared OMol25 structures with the same formula, charge and spin in kJ/mol: 19.1
Net charge: -2
HOMO level in eV: -3.10
Calculated total energy in eV: -148860.996

Structure (XYZ):
```
80
Properties=species:S:1:pos:R:3:forces:R:3
Mg 1.3846 -0.7879 0.9104 -0.08 0.21 -0.18
O 2.4549 2.8821 2.4365 -0.02 -0.03 0.01
C 2.1063 1.7235 2.2278 0.02 0.02 0.01
O 2.1080 1.0984 1.1164 0.13 -0.02 0.02
C 1.5861 0.8965 3.4008 0.01 0.03 0.01
C 1.3953 1.4437 4.6603 0.00 -0.02 -0.01
C 0.8838 0.6323 5.6561 0.00 0.00 -0.01
C 0.6000 -0.6958 5.3683 0.00 -0.01 0.00
C 0.8281 -1.1559 4.0839 -0.01 0.00 0.03
N 1.3022 -0.3711 3.1244 -0.05 -0.03 -0.10
H 1.6322 2.4866 4.8109 0.00 0.01 0.00
H 0.6957 1.0291 6.6466 0.00 0.00 0.00
H 0.1895 -1.3597 6.1170 0.00 0.00 0.00
H 0.6139 -2.1792 3.7978 0.00 0.00 0.01
N -6.1867 1.6968 -2.1030 0.01 -0.01 0.00
C -5.3942 1.4052 -0.9709 0.01 0.01 0.00
C -4.1065 1.9263 -0.8617 0.01 -0.02 0.02
C -3.3396 1.6571 0.2580 -0.01 0.00 -0.01
C -3.8464 0.8645 1.2782 0.03 -0.01 0.02
C -5.1239 0.3457 1.1786 -0.01 -0.02 0.00
C -5.9014 0.6239 0.0634 0.01 0.01 0.00
S -2.7900 0.4793 2.6613 -0.07 0.04 -0.06
O -2.3442 1.7485 3.1889 0.00 -0.04 -0.05
O -3.5579 -0.3609 3.5569 0.00 0.00 -0.03
N -1.5199 -0.2272 2.0162 0.07 -0.01 0.15
C -1.6083 -1.4028 1.3992 -0.07 -0.02 -0.03
N -2.7895 -2.0258 1.1586 -0.04 0.05 0.04
C -2.7476 -3.2170 0.5981 -0.02 -0.04 -0.01
C -1.5752 -3.8738 0.2548 0.05 0.01 0.01
C -0.4110 -3.1567 0.4736 -0.07 -0.01 -0.03
N -0.4157 -1.9381 0.9945 0.10 -0.18 0.09
H -5.6270 1.9090 -2.9162 0.00 0.00 0.00
H -6.8361 0.9551 -2.3195 0.00 0.01 0.00
H -3.6921 2.5211 -1.6685 -0.03 0.00 -0.01
H -2.3278 2.0307 0.3351 0.06 0.02 0.00
H -5.4866 -0.2948 1.9713 0.00 0.00 0.00
H -6.9042 0.2170 -0.0176 0.00 -0.01 0.00
H -3.7141 -3.6812 0.4078 0.00 -0.01 0.00
H -1.5660 -4.8590 -0.1861 0.01 0.00 0.00
H 0.5637 -3.5528 0.2104 0.00 -0.01 0.01
O 3.5041 -3.2434 -2.4514 0.04 0.03 0.01
As 1.8475 -2.5750 -2.4202 -0.11 0.10 0.00
O 1.8011 -1.6929 -3.8022 0.02 -0.03 -0.03
O 2.2978 -1.1333 -0.9985 0.02 -0.20 0.09
C 3.5892 -0.7655 -0.9288 0.00 0.10 -0.03
C 4.0707 0.2118 -1.8042 0.01 -0.04 0.01
C 5.3779 0.6472 -1.7165 -0.01 0.01 -0.01
C 6.2340 0.1246 -0.7517 0.04 0.00 0.01
C 5.7716 -0.8565 0.1080 -0.05 -0.02 0.01
C 4.4628 -1.3157 0.0162 0.12 -0.01 0.03
S 3.9720 -2.6703 1.0659 -0.05 0.03 -0.11
O 4.0861 -3.8761 0.2501 -0.04 0.02 -0.01
O 4.8481 -2.6448 2.2155 -0.03 -0.02 0.01
O 2.5549 -2.4023 1.4084 0.04 0.08 0.16
H 3.7356 -3.5829 -1.5640 0.02 -0.06 -0.01
H 3.3829 0.5924 -2.5485 0.00 0.01 0.00
H 5.7324 1.4092 -2.4016 0.01 0.00 0.00
H 7.2542 0.4795 -0.6708 0.00 0.01 0.00
H 6.4085 -1.2861 0.8699 0.02 0.01 0.00
C -0.6662 0.2866 -4.0370 -0.05 -0.01 -0.06
N -1.0640 0.3800 -2.6362 0.03 0.04 0.05
C -1.6604 -0.8316 -2.1105 -0.02 0.00 -0.04
C -0.2870 1.1086 -1.7579 0.01 -0.01 -0.03
N -0.0165 0.6786 -0.5864 -0.11 -0.08 0.04
N 0.1352 2.3523 -2.2633 0.06 0.03 0.09
C 1.1252 3.0516 -1.4637 0.01 -0.01 0.02
C -0.9100 3.2282 -2.7520 -0.03 0.01 -0.07
H -0.0198 -0.5811 -4.2034 0.02 0.03 0.02
H -0.1108 1.1772 -4.3190 -0.01 -0.02 -0.03
H -1.5626 0.2087 -4.6622 -0.01 0.03 0.01
H -2.4232 -1.1705 -2.8163 0.01 0.00 0.00
H -2.1323 -0.6250 -1.1526 0.01 0.00 0.02
H -0.9268 -1.6332 -1.9806 -0.01 -0.02 0.01
H 0.4211 1.3972 -0.0190 0.01 0.06 -0.03
H 0.7000 3.5102 -0.5580 0.01 -0.02 -0.02
H 1.5649 3.8447 -2.0712 0.00 0.00 -0.01
H 1.9113 2.3674 -1.1493 0.01 0.02 0.01
H -1.5915 2.6806 -3.3999 -0.01 0.03 0.02
H -0.4587 4.0410 -3.3256 -0.01 0.00 -0.01
H -1.4914 3.6760 -1.9300 0.02 0.00 -0.01
```
Positions in Å, forces in eV/Å.



[3]
This record from OMol25 describes a cluster of 2 separate species, C3H3IO2 in total in a non-equilibrium geometry. The level of theory is ωB97M-V/def2-TZVPD.

Results
Energy above the lowest of the compared OMol25 structures with the same formula, charge and spin in kJ/mol: 324.6
HOMO level (alpha / beta) in eV: -8.85 / -7.61
Calculated total energy in eV: -15351.173

Structure (XYZ):
```
9
Properties=species:S:1:pos:R:3:forces:R:3
C 0.2533 1.4269 0.1419 1.72 1.63 -1.17
C -0.7507 -0.7696 -0.4388 0.67 -0.19 -0.30
C -0.3144 0.2141 0.5885 -0.31 -1.28 0.47
O 0.3012 2.4743 -0.3500 -0.41 -1.35 0.73
O -1.6766 -0.0294 0.2813 -1.17 0.44 0.29
I 3.4523 -0.8045 -0.0924 -0.69 0.44 0.09
H -0.6427 -0.5270 -1.4898 0.01 0.08 -0.02
H -0.6621 -1.8197 -0.1839 0.08 0.04 0.06
H 0.0399 -0.1651 1.5432 0.10 0.20 -0.16
```
Positions in Å, forces in eV/Å.



Look up the energy above the lowest of the compared OMol25 structures with the same formula, charge and spin of the first one.
162.4 kJ/mol



Among the records above, which one has the highest calculated total energy?
C4H6O



The lowest energy above the lowest of the compared OMol25 structures with the same formula, charge and spin belongs to which entry?
C27H31AsMgN8O10S2



Which of these has the lowest energy above the lowest of the compared OMol25 structures with the same formula, charge and spin?
C27H31AsMgN8O10S2